(1)
Molecular formula: C6H8N5S
Method: DFT, ωB97M-V/def2-TZVPD

Its net charge is +1. The gap between HOMO and LUMO (spin up / spin down) comes out at 6.6 / 6.6 eV. The calculation puts the strongest force on any atom at 2.81 eV Å⁻¹. The energy above the lowest of the compared OMol25 structures with the same formula, charge and spin is 585.7 kJ/mol.

```
20
Properties=species:S:1:pos:R:3:forces:R:3
C -2.6767 -1.6492 0.0173 -0.60 -0.63 0.04
C -2.2759 0.5279 -0.0833 -1.11 -1.57 -0.08
C -0.3119 -0.5665 0.1102 1.04 -1.88 -0.37
C -0.2136 0.9375 0.0502 -1.09 1.33 -0.27
C 1.6231 -2.2189 -0.6941 -1.88 0.06 -0.66
C 0.7774 3.4558 -0.1397 0.04 0.03 0.14
N -3.7704 -0.9992 -0.1055 -0.20 -2.42 0.03
N -3.5338 0.3358 -0.2146 0.79 2.70 0.04
N -1.3721 1.5243 -0.0692 1.18 0.97 0.08
N -1.6059 -0.7492 0.0449 0.90 1.28 0.09
N 2.4873 -2.3172 0.4866 0.65 0.56 0.60
S 1.2855 1.7361 0.0458 0.19 -0.33 0.00
H -2.5833 -2.7114 0.1228 0.06 -0.19 -0.01
H 2.0271 -1.4388 -1.3590 0.08 0.19 0.42
H 0.8231 3.9376 0.8347 -0.04 0.01 -0.04
H -0.2395 3.4723 -0.5218 0.06 0.06 -0.05
H 1.4750 3.9312 -0.8241 -0.02 -0.02 -0.01
H 1.9070 -2.5329 1.3102 0.25 -0.02 -0.27
H 3.1131 -1.5186 0.6915 -0.18 -0.35 0.14
H 3.0645 -3.1566 0.2969 -0.13 0.22 0.19
```
Positions in Å, forces in eV/Å.


(2)
Molecular formula: C6H8NO4
Method: DFT, ωB97M-V/def2-TZVPD

Its net charge is +1. The gap between HOMO and LUMO comes out at 10.2 eV. The calculation puts the strongest force on any atom at 4.93 eV Å⁻¹. As for the structure (SMILES): C[N@H+]1[C@@H]2OC(=O)C(=O)O[C@@]21C. The energy above the lowest of the compared OMol25 structures with the same formula, charge and spin is 8.3 kJ/mol.

```
19
Properties=species:S:1:pos:R:3:forces:R:3
C -1.8083 -0.8498 0.9536 -0.81 -0.17 0.14
N -0.4175 -0.5088 0.6399 0.26 0.01 0.45
C 0.2386 -1.0516 -0.6025 -0.66 4.50 0.31
O 1.5120 -1.4733 -0.5200 0.17 -0.43 0.30
C 2.5633 -0.6762 -0.1138 0.68 -0.16 -0.11
O 3.6514 -1.1322 -0.0594 -0.67 0.30 0.03
C 2.3046 0.8085 0.2192 0.30 0.53 -0.02
O 3.1749 1.5299 0.5556 -0.43 -0.50 -0.12
O 1.0238 1.3370 0.0722 0.21 0.37 0.40
C -0.0739 0.6490 -0.2922 0.74 -4.68 -1.37
C -1.1667 1.4292 -0.9267 -0.03 0.28 0.20
H -2.2808 -0.0257 1.4879 0.12 0.00 -0.05
H -2.3627 -1.0463 0.0389 0.08 0.04 -0.01
H -1.8377 -1.7412 1.5791 0.14 0.01 -0.08
H 0.1594 -0.5583 1.4881 0.04 0.09 -0.23
H -0.3854 -1.6414 -1.2562 -0.17 -0.01 0.12
H -1.9281 0.8007 -1.3747 -0.02 -0.11 0.00
H -0.7419 2.0646 -1.7033 0.08 -0.12 0.02
H -1.6252 2.0859 -0.1858 -0.05 0.03 0.02
```
Positions in Å, forces in eV/Å.


(3)
Molecular formula: C6H8NS2
Method: DFT, ωB97M-V/def2-TZVPD

Its net charge is +1. The gap between HOMO and LUMO comes out at 8.0 eV. The calculation puts the strongest force on any atom at 4.31 eV Å⁻¹. As for the structure (SMILES): [NH3+][C@H]1Cc2sccc2S1. The energy above the lowest of the compared OMol25 structures with the same formula, charge and spin is 68.0 kJ/mol.

```
17
Properties=species:S:1:pos:R:3:forces:R:3
N -1.0235 -1.1917 1.9751 -2.57 -0.53 2.35
C -1.3902 -0.0435 0.9753 3.38 0.65 -0.60
C 0.0378 1.0786 0.8992 -3.39 -1.97 1.78
C 0.6012 0.8670 -0.4172 -0.62 -2.12 -1.26
S 2.0291 1.5007 -1.0171 0.78 0.28 -1.35
C 1.9066 0.5662 -2.4830 -0.85 0.38 0.65
C 0.8072 -0.2302 -2.4826 -0.44 -0.62 1.72
C 0.0475 -0.1185 -1.2532 2.56 2.64 0.19
S -1.3874 -0.8146 -0.6572 -2.14 -0.85 0.20
H -1.7696 -1.6942 2.6544 1.14 1.15 -2.78
H -0.4434 -0.9061 2.7278 1.32 1.17 0.73
H -0.4887 -1.8666 1.4712 0.22 -1.06 -0.64
H -2.2824 0.4468 1.3324 -0.22 -0.05 -0.14
H 0.6323 0.7141 1.7623 -0.02 0.75 -0.47
H -0.4594 2.0368 1.0623 0.52 0.07 0.21
H 2.4882 0.6842 -3.3721 0.79 0.20 0.13
H 0.6947 -1.0289 -3.1776 -0.47 -0.10 -0.72
```
Positions in Å, forces in eV/Å.


(4)
Molecular formula: C6H8NaO6Tl
Method: DFT, ωB97M-V/def2-TZVPD

Its net charge is 0. The gap between HOMO and LUMO (spin up / spin down) comes out at 4.7 / 4.7 eV. The calculation puts the strongest force on any atom at 12.98 eV Å⁻¹. The energy above the lowest of the compared OMol25 structures with the same formula, charge and spin is 586.0 kJ/mol.

```
22
Properties=species:S:1:pos:R:3:forces:R:3
O 0.1238 0.6819 3.2417 -0.13 -0.13 1.26
C -0.2926 -0.1591 2.2988 2.96 0.77 -0.08
C -0.0585 2.0566 2.8615 -0.52 -0.63 -0.65
O 0.0127 -1.3354 2.3371 -1.36 -0.48 0.23
O -0.6870 0.4897 1.2278 1.61 3.46 1.94
C 0.1103 2.0515 1.3395 -0.57 -0.04 3.33
H 0.7212 2.6433 3.3553 -0.29 -0.10 0.02
H -1.0772 2.3581 3.1300 0.31 0.11 0.21
H 1.1879 2.0588 1.1379 -0.79 -0.75 -0.73
H -0.4461 2.9190 0.9670 0.02 -1.06 -0.87
O 0.3095 0.0662 -2.2702 1.73 -0.62 -3.70
C 1.1982 0.8437 -1.5048 1.41 2.15 1.57
C 0.6993 -1.2591 -2.6378 0.59 -0.17 -0.33
O 0.5176 1.7196 -0.9191 1.74 -0.82 -2.00
O -0.9634 -1.9461 -1.0342 1.80 -10.62 -0.75
C -0.4813 -2.1751 -2.3044 0.37 -1.08 -1.88
H 1.5946 -1.5407 -2.0614 -0.19 0.17 -0.12
H 0.9381 -1.2885 -3.7131 -0.12 -0.01 0.37
H -0.1390 -3.2181 -2.4828 -0.16 0.36 0.20
H -1.2782 -1.9947 -3.0610 0.23 -0.04 0.31
Tl -1.1019 -0.1369 -0.7986 -8.65 9.57 1.52
Na -0.8881 -2.8346 0.8909 0.00 -0.05 0.18
```
Positions in Å, forces in eV/Å.


(5)
Molecular formula: C6H8O2
Method: DFT, ωB97M-V/def2-TZVPD

Its net charge is 0. The gap between HOMO and LUMO comes out at 9.7 eV. The calculation puts the strongest force on any atom at 3.70 eV Å⁻¹. As for the structure (SMILES): CC1(O)C=COC=C1. The energy above the lowest of the compared OMol25 structures with the same formula, charge and spin is 261.2 kJ/mol.

```
16
Properties=species:S:1:pos:R:3:forces:R:3
C -0.6363 0.6644 -1.6405 -0.74 2.72 -0.72
C 0.0048 -0.2777 -0.6884 1.06 -1.05 1.49
O 0.8262 -1.2548 -1.3597 -1.31 0.25 -1.83
C -0.8774 -0.9430 0.3488 -1.24 0.79 1.50
C -0.8455 -0.4755 1.6220 -2.08 -1.82 2.46
O 0.1237 0.2143 2.2423 0.09 0.27 0.04
C 1.0932 0.6097 1.4177 0.69 0.28 -2.44
C 1.0535 0.4355 0.0743 0.25 2.00 2.49
H 0.1091 0.8046 -2.4743 -1.17 -0.41 0.31
H -0.5929 1.7683 -1.1394 -0.72 -2.67 -1.04
H -1.7184 0.3809 -1.9599 2.09 0.58 0.33
H 1.0983 -1.7811 -0.6353 0.77 -1.18 0.85
H -1.7003 -1.6762 0.1946 0.69 0.85 -0.56
H -1.5658 -0.6742 2.5498 1.02 -0.31 -2.79
H 1.8953 1.1188 1.9083 0.22 0.26 0.25
H 1.7327 1.0860 -0.4602 0.39 -0.56 -0.34
```
Positions in Å, forces in eV/Å.


(6)
Molecular formula: C6H8O2
Method: DFT, ωB97M-V/def2-TZVPD

Its net charge is 0. The gap between HOMO and LUMO comes out at 9.0 eV. The calculation puts the strongest force on any atom at 4.23 eV Å⁻¹. As for the structure (SMILES): Cc1occc1CO. The energy above the lowest of the compared OMol25 structures with the same formula, charge and spin is 157.8 kJ/mol.

```
16
Properties=species:S:1:pos:R:3:forces:R:3
C -0.2536 -1.7973 0.0560 -0.37 -2.91 -1.06
C -0.7291 -0.4626 -0.0672 -0.46 2.52 1.73
O -2.1002 -0.2677 -0.1325 1.41 0.46 -0.01
C -2.2852 1.0616 -0.0307 3.88 1.58 0.57
C -1.0492 1.7521 0.1472 -2.48 -0.94 -0.22
C -0.0654 0.7281 0.1638 -0.53 -0.28 -1.52
C 1.4425 0.8152 0.1040 -0.69 0.58 -0.51
O 1.9700 0.0391 -0.9379 0.80 -1.38 -0.85
H -1.1374 -2.4822 0.1823 1.03 0.44 -0.19
H 0.2884 -2.0310 -0.8575 -0.21 -0.54 -0.39
H 0.5083 -2.0431 0.7831 -0.10 0.52 0.76
H -3.2370 1.4440 -0.1370 -1.83 0.45 -0.16
H -0.8933 2.8381 0.2596 -0.27 -0.85 -0.13
H 1.8735 1.8299 -0.0703 -0.76 -0.36 0.96
H 1.7592 0.3363 1.0239 0.82 0.25 0.16
H 1.5975 0.1627 -1.8279 -0.22 0.46 0.87
```
Positions in Å, forces in eV/Å.


(7)
Molecular formula: C6H8O2
Method: DFT, ωB97M-V/def2-TZVPD

Its net charge is 0. The gap between HOMO and LUMO comes out at 9.2 eV. The calculation puts the strongest force on any atom at 8.47 eV Å⁻¹. The energy above the lowest of the compared OMol25 structures with the same formula, charge and spin is 662.4 kJ/mol.

```
16
Properties=species:S:1:pos:R:3:forces:R:3
C 2.0137 1.0805 -0.0457 3.72 0.94 0.02
C 0.5808 0.8696 -0.2317 -1.37 3.11 -0.76
C -0.2635 0.8871 0.9559 -1.72 3.99 7.27
C -0.5111 -0.1506 0.1191 0.83 -2.05 -2.76
C -1.1365 -2.1532 -0.1722 2.99 -5.10 4.36
C -1.8969 -1.4776 -0.8990 -3.56 1.02 -7.19
H 2.5010 0.9023 1.3739 -1.37 0.33 -4.75
H 2.4580 0.4125 -0.8977 0.49 1.08 2.16
H 2.2659 2.2786 -0.4319 -0.49 -3.54 1.62
H 0.2205 1.7390 -0.9474 0.23 -2.40 1.00
H 0.1415 0.5892 2.0495 -0.34 0.46 -2.84
H -1.0301 1.6627 1.1798 0.49 -0.43 -0.63
H -1.1017 -3.1904 0.1055 -0.24 -0.34 -0.67
H -2.3871 -1.8394 -1.9538 0.71 0.91 3.34
O -0.2654 -1.4552 0.6410 -1.01 1.29 -1.60
O -1.5889 -0.1551 -0.8453 0.64 0.73 1.43
```
Positions in Å, forces in eV/Å.


(8)
Molecular formula: C6H8O2
Method: DFT, ωB97M-V/def2-TZVPD

Its net charge is 0. The gap between HOMO and LUMO comes out at 10.0 eV. The calculation puts the strongest force on any atom at 3.99 eV Å⁻¹. The energy above the lowest of the compared OMol25 structures with the same formula, charge and spin is 364.2 kJ/mol.

```
16
Properties=species:S:1:pos:R:3:forces:R:3
C -0.2285 -1.0247 0.2737 1.65 -1.40 0.86
C 1.1710 -0.3481 -0.0719 1.50 0.14 -0.83
C 0.4889 0.1085 -1.4356 -0.07 1.26 0.65
C -0.6968 0.2464 -0.4233 -2.30 1.92 1.03
C -0.2131 1.3702 0.6436 2.29 -3.01 -0.88
C 1.0439 0.8988 0.8603 -0.13 0.29 -0.28
H -0.7929 -2.3560 1.7862 0.87 3.68 -0.80
H -0.2166 -1.9432 -0.3169 -0.82 0.07 -0.12
H 2.1695 -0.8833 -0.3094 -1.66 0.68 1.31
H 0.3814 -0.7005 -2.1829 -0.05 0.27 0.60
H 0.8994 1.0485 -1.9449 -0.68 -1.23 0.98
H -2.3450 1.4079 -0.7365 1.07 -3.85 0.08
H -0.8324 1.9758 1.2774 -0.16 0.37 -0.21
H 1.8177 1.1600 1.6099 -0.77 0.00 -0.60
O -0.5549 -1.3273 1.6714 -0.48 -2.52 -1.19
O -2.0918 0.3670 -0.7011 -0.25 3.34 -0.58
```
Positions in Å, forces in eV/Å.


(9)
Molecular formula: C6H8O2
Method: DFT, ωB97M-V/def2-TZVPD

Its net charge is 0. The gap between HOMO and LUMO comes out at 8.6 eV. The calculation puts the strongest force on any atom at 9.23 eV Å⁻¹. As for the structure (SMILES): C[C@]12C[C@@H]1OCC2=O. The energy above the lowest of the compared OMol25 structures with the same formula, charge and spin is 915.5 kJ/mol.

```
16
Properties=species:S:1:pos:R:3:forces:R:3
C -1.3085 -0.7640 -0.4061 -3.03 0.54 0.94
C -0.1751 0.2704 -0.6262 -1.73 -5.41 0.62
C 0.5354 -0.6705 -1.4901 2.84 3.91 -5.04
C 1.0866 -0.4927 -0.0957 2.10 1.10 -1.57
O 0.9404 -0.7585 1.2512 -0.78 1.39 0.70
C 0.4765 0.6398 1.7000 -2.29 -2.52 0.98
C -0.0803 1.1966 0.4018 -4.48 7.91 -1.60
O -0.6356 2.3373 0.1438 2.58 -3.14 2.98
H -2.0986 -0.2860 0.2685 0.36 -0.69 -1.28
H -1.6809 -1.0099 -1.5983 -0.07 0.30 4.31
H -0.9269 -1.6061 0.2857 -0.69 0.56 -1.84
H -0.2689 -1.3051 -2.1996 3.56 1.26 2.01
H 1.2204 0.3223 -2.0091 -1.00 -4.23 -0.19
H 1.8978 0.3081 -0.3019 -0.51 -1.69 0.98
H 1.2566 1.2450 2.0210 1.95 0.82 0.47
H -0.2388 0.5734 2.6549 1.20 -0.12 -2.47
```
Positions in Å, forces in eV/Å.


(10)
Molecular formula: C6H8O2S
Method: DFT, ωB97M-V/def2-TZVPD

Its net charge is 0. The gap between HOMO and LUMO comes out at 7.7 eV. The calculation puts the strongest force on any atom at 3.48 eV Å⁻¹. The energy above the lowest of the compared OMol25 structures with the same formula, charge and spin is 404.6 kJ/mol.

```
17
Properties=species:S:1:pos:R:3:forces:R:3
C -0.1335 -0.3684 -0.6984 -0.13 0.35 0.38
C -0.6319 1.0711 -0.6233 -0.41 -1.66 -0.37
C 1.1404 -0.4010 -1.1445 -1.45 -0.07 0.33
C 1.5422 0.9584 -1.4877 1.82 -0.73 -0.34
C 1.8696 -1.6843 -1.2432 0.18 -0.37 0.28
C -1.0909 0.6697 2.4077 2.31 -1.30 -2.26
O -3.0040 0.9087 0.6149 -1.19 -0.77 0.12
O 0.6153 1.7222 -1.0717 -2.06 2.56 0.66
S -1.8087 1.6028 1.0678 1.98 1.38 -1.97
H -0.5844 -1.3251 -0.4319 -0.65 0.70 0.12
H -1.4352 1.3172 -1.4043 1.12 -0.21 1.26
H 1.9277 -2.0410 -2.2936 -0.78 -0.34 0.69
H 2.9362 -1.5846 -1.0472 0.00 0.18 0.63
H 1.3486 -2.3124 -0.4400 1.15 0.02 -1.69
H -1.8589 -0.0640 2.6040 0.30 -0.54 0.31
H -0.7479 1.2300 3.2323 -0.36 1.04 1.02
H -0.0844 0.3007 1.9591 -1.83 -0.24 0.83
```
Positions in Å, forces in eV/Å.